Formula: C30H33CaN13OS3
Source: the Open Molecules 2025 dataset
Level of theory: ωB97M-V/def2-TZVPD

Output
Kohn-Sham gap: 5.37 eV
HOMO energy: -6.141 eV

```
81
Properties=species:S:1:pos:R:3:forces:R:3
Ca -0.126267 0.642439 -0.746853 -0.1 -0.3 -0.3
N 0.701144 2.770946 0.100580 0.3 0.3 0.4
C 2.027464 3.323935 -0.156836 -0.1 -0.1 -0.1
C 2.393934 3.096078 -1.616790 -0.1 -0.1 0.0
N 2.270253 1.689007 -2.033425 0.1 0.0 0.1
C 3.328362 0.898841 -1.408772 -0.1 0.0 0.0
C 3.229560 -0.594634 -1.666614 -0.1 0.0 -0.1
N 1.917554 -1.106140 -1.263259 0.1 0.2 0.2
C 2.251557 1.565606 -3.493928 -0.1 0.0 0.1
C 1.317122 0.479502 -4.032438 0.0 0.0 0.2
N 0.037166 0.512117 -3.325889 0.0 0.0 -0.2
H -0.025335 3.334840 -0.339720 -0.1 -0.1 0.0
H 0.503531 2.769133 1.099602 0.0 0.0 0.0
H 2.742516 2.841633 0.509629 0.0 0.0 0.0
H 2.091032 4.398994 0.038707 0.0 0.0 0.0
H 3.408766 3.477256 -1.808777 0.0 0.0 0.0
H 1.702834 3.677864 -2.229719 0.0 0.0 0.0
H 3.267450 1.058132 -0.329521 0.0 0.0 0.0
H 4.323810 1.242640 -1.737478 0.0 0.0 0.0
H 4.069235 -1.074626 -1.147007 0.0 0.0 0.0
H 3.375703 -0.811794 -2.724166 0.0 0.0 0.0
H 1.791007 -1.069341 -0.257684 0.2 -0.2 0.1
H 1.767881 -2.067940 -1.540152 0.0 0.0 0.0
H 3.264563 1.406592 -3.892106 0.0 0.0 0.0
H 1.904438 2.517700 -3.898675 0.0 0.0 0.0
H 1.743979 -0.515026 -3.910357 0.0 0.0 0.0
H 1.208894 0.649047 -5.108685 0.0 0.0 0.0
H -0.569354 -0.228374 -3.659674 0.0 0.0 0.0
H -0.463544 1.381292 -3.503109 0.0 0.0 0.0
S -3.422147 -6.875063 0.237728 -0.1 -0.1 0.0
N -3.776477 -5.656661 -0.757899 0.0 0.0 0.0
C -2.955662 -4.666008 -0.451927 0.0 0.2 -0.1
C -2.915993 -3.360415 -1.093933 -0.1 -0.3 0.0
C -3.860698 -2.968176 -2.041899 0.0 -0.1 0.0
C -3.774332 -1.704860 -2.570037 0.0 0.1 0.0
C -2.718477 -0.885604 -2.171128 0.0 -0.1 0.0
N -1.795350 -1.257198 -1.288653 -0.2 0.0 -0.3
C -1.911457 -2.466767 -0.723306 0.3 0.1 0.3
C -0.988728 -2.787464 0.395076 -0.1 0.1 -0.1
N -0.100696 -1.852069 0.771674 -0.1 0.1 0.0
C 0.617157 -2.071115 1.863960 0.0 0.0 0.0
C 0.538726 -3.233601 2.625334 0.0 0.0 0.0
C -0.321391 -4.221138 2.212638 0.0 -0.1 0.0
C -1.102675 -3.999536 1.081371 -0.1 -0.2 0.0
C -2.067225 -4.980212 0.605425 0.1 0.2 0.1
N -2.225740 -6.201835 1.084985 0.0 0.0 0.0
H -4.649186 -3.656612 -2.317593 0.0 0.0 0.0
H -4.504231 -1.331921 -3.274845 0.0 0.0 0.0
H -2.629722 0.127887 -2.555265 0.0 0.0 0.0
H 1.280183 -1.265522 2.155155 0.0 0.0 0.0
H 1.137136 -3.341554 3.519463 0.0 0.0 0.0
H -0.425205 -5.155042 2.750025 0.0 0.0 0.0
S -1.950457 0.903417 1.269912 -0.2 0.2 0.0
C -3.362652 1.650850 0.542125 0.0 -0.1 0.0
C -4.561944 1.579401 1.269015 0.1 -0.1 0.1
C -5.758005 2.094002 0.806970 -0.3 0.0 0.1
C -6.951860 1.950246 1.603454 0.2 0.1 -0.1
N -7.898326 1.838011 2.246463 0.0 0.0 0.0
C -5.788997 2.730476 -0.440343 -0.2 0.1 -0.1
C -4.613378 2.826232 -1.167547 0.1 0.0 -0.1
C -3.395317 2.304737 -0.717859 0.0 0.0 -0.1
S -1.993403 2.504200 -1.776764 -0.2 0.0 0.1
C -7.008026 3.273486 -0.982531 0.2 -0.1 0.1
N -7.969148 3.710686 -1.438322 0.0 0.0 0.0
H -4.539242 1.089586 2.233322 0.0 0.0 0.0
H -4.632668 3.322462 -2.128864 0.0 0.0 0.0
C 5.075565 -0.195335 4.600324 -0.1 0.0 0.0
N 4.075129 0.450673 3.783076 0.0 0.1 0.0
C 3.250443 1.551390 4.238595 0.1 -0.1 0.0
C 2.276980 1.703174 3.067681 0.0 0.0 -0.1
O 1.447761 2.572271 2.998539 0.0 0.0 -0.1
N 2.538366 0.711205 2.123642 0.2 0.0 0.2
C 3.568135 0.033161 2.606205 0.0 -0.1 0.0
N 4.076428 -1.039700 1.969677 -0.1 0.0 0.0
H 5.637264 0.564517 5.140395 0.0 0.0 0.0
H 5.787170 -0.745310 3.986907 0.0 0.0 0.0
H 4.633104 -0.882621 5.325772 0.0 0.0 0.0
H 3.823687 2.468018 4.380815 0.0 0.0 0.0
H 2.713431 1.318211 5.160127 0.0 0.0 0.0
H 3.709672 -1.263629 1.061936 0.0 0.0 0.0
H 4.927225 -1.479049 2.264048 0.0 0.0 0.0
```
Forces are in eV/Å.

=====

Formula: C17H21N5O2S2
Source: the Open Molecules 2025 dataset
Level of theory: ωB97M-V/def2-TZVPD

Output
SMILES: CC(=O)Nc1nnc(SCC(=O)N2CCN(Cc3ccccc3)CC2)s1
Kohn-Sham gap: 9.01 eV
HOMO energy: -8.740 eV

```
47
Properties=species:S:1:pos:R:3:forces:R:3
C 0.907694 -3.064044 1.778278 0.3 -0.2 0.2
C 0.550837 -3.897860 0.592026 0.1 0.1 0.1
O 1.102285 -4.916616 0.260113 0.1 -0.2 0.0
N -0.503364 -3.438936 -0.193497 -0.1 -0.7 -0.6
C -1.263305 -2.322522 -0.057237 -0.9 0.8 -0.5
N -1.225953 -1.476325 0.910899 1.1 -1.3 0.4
N -2.049474 -0.448301 0.771195 -1.1 1.1 -0.3
C -2.740776 -0.468110 -0.309235 0.1 -0.6 -0.3
S -3.798813 0.774136 -0.862195 -0.4 0.3 -0.2
C -3.674822 2.012758 0.472128 -0.1 -0.4 0.0
C -2.346177 2.157971 1.215776 -0.4 0.3 0.1
O -2.360749 2.084648 2.426888 -0.1 0.0 0.2
N -1.240920 2.475371 0.516869 0.4 0.2 -0.1
C -1.085753 2.637456 -0.907332 0.0 -0.1 -0.4
C -0.168952 1.549930 -1.473826 -0.2 0.1 -0.1
N 1.105232 1.543013 -0.781739 0.0 0.0 -0.1
C 1.986497 0.519986 -1.322399 -0.1 0.1 -0.1
C 3.365894 0.611321 -0.730689 0.0 -0.1 0.0
C 3.997398 -0.505618 -0.203060 -0.1 0.1 -0.1
C 5.271703 -0.404978 0.329399 0.1 -0.1 0.1
C 5.922812 0.815703 0.345190 0.1 -0.1 0.1
C 5.296451 1.936212 -0.176275 0.0 0.1 0.0
C 4.026994 1.833898 -0.713567 0.0 0.0 0.0
C 0.913466 1.372630 0.651263 0.0 0.2 0.2
C 0.039479 2.496849 1.195924 0.2 -0.3 0.3
S -2.434409 -1.885816 -1.324923 0.4 0.3 0.9
H 1.727919 -3.537622 2.310190 0.0 -0.1 -0.1
H 1.199229 -2.064878 1.461682 0.0 0.1 0.0
H 0.046383 -2.954765 2.432367 0.0 0.1 0.0
H -0.704847 -4.026228 -0.994749 0.2 0.0 0.2
H -4.421289 1.752414 1.223215 0.2 0.1 0.0
H -3.955219 2.954651 -0.002706 0.0 0.0 0.0
H -2.045780 2.614044 -1.419886 0.1 0.0 0.1
H -0.615880 3.612632 -1.083312 -0.1 0.0 0.0
H 0.011392 1.752803 -2.532939 0.0 0.0 0.0
H -0.673050 0.570058 -1.399816 0.0 0.1 0.0
H 1.575109 -0.494619 -1.158212 0.0 0.0 0.0
H 2.051183 0.681144 -2.404341 -0.1 -0.1 0.0
H 3.494151 -1.462771 -0.212238 -0.1 -0.1 0.0
H 5.754103 -1.282238 0.734460 0.0 -0.1 0.0
H 6.915637 0.894620 0.762648 0.1 0.0 0.0
H 5.801411 2.891063 -0.165456 0.0 0.1 0.0
H 3.528570 2.701619 -1.118119 -0.1 0.1 0.0
H 1.892362 1.402615 1.133285 -0.1 0.0 0.0
H 0.436530 0.406573 0.886068 0.1 0.0 0.0
H -0.139350 2.361996 2.262348 0.1 0.1 -0.1
H 0.520938 3.462882 1.016126 0.0 0.0 0.0
```
Forces are in eV/Å.

=====

Formula: C6H10N2
Source: the Open Molecules 2025 dataset
Level of theory: ωB97M-V/def2-TZVPD

Output
SMILES: [H]/N=C\C1(/C(C)=N/[H])CC1
Kohn-Sham gap: 10.14 eV
HOMO energy: -9.260 eV

```
18
Properties=species:S:1:pos:R:3:forces:R:3
H 1.124536 -2.038640 1.179510 0.0 0.4 -0.1
N 1.916055 -1.388474 1.219307 0.4 -0.4 0.3
C 1.646831 -0.233874 0.813395 -0.1 -0.2 -0.5
C 0.345250 0.286734 0.263230 0.1 -0.2 0.5
C -0.627071 -0.766524 -0.144335 -0.1 0.0 -0.4
C -1.137252 -0.712986 -1.557993 -0.1 -0.2 0.1
N -0.897473 -1.659790 0.706143 -0.2 -0.3 0.5
H -1.532806 -2.384611 0.377866 0.0 0.1 -0.3
C -0.141225 1.474015 1.056169 0.5 0.4 -1.2
C 0.378454 1.626807 -0.403902 -0.5 0.1 1.3
H 2.445667 0.508010 0.842938 0.0 0.2 0.0
H -0.303359 -0.603761 -2.252945 0.0 0.1 0.0
H -1.801907 0.142597 -1.688854 0.0 0.0 -0.1
H -1.685490 -1.625644 -1.798736 0.0 0.1 0.0
H -1.200548 1.525808 1.263131 0.0 0.1 -0.2
H 0.488369 1.874617 1.835099 0.1 -0.2 0.1
H -0.367136 1.908887 -1.125353 -0.1 -0.3 -0.3
H 1.349106 2.066829 -0.584671 0.0 0.1 0.2
```
Forces are in eV/Å.

=====

Formula: C32H49NO7
Source: the Open Molecules 2025 dataset
Level of theory: ωB97M-V/def2-TZVPD

Output
SMILES: [H]/N=C\Cc1cccc2c1C(=O)C=CC2=O.C1CCOC1.C1CCOC1.C1CCOC1.C1CCOC1.C1CCOC1
Kohn-Sham gap: 8.27 eV
HOMO energy: -9.264 eV

```
89
Properties=species:S:1:pos:R:3:forces:R:3
H 1.191656 -1.078563 1.378372 0.1 0.0 0.2
N 2.001306 -0.670442 0.898602 -0.1 0.0 0.0
C 1.643867 -0.247569 -0.238275 0.1 0.0 0.1
C 0.226978 -0.346726 -0.772578 0.0 0.0 -0.1
C -0.177630 -1.783078 -1.016506 -0.1 0.1 0.1
C -1.120464 -2.351037 -0.161195 0.0 -0.3 -0.1
C -1.518256 -3.677478 -0.296236 0.2 0.1 -0.1
C -0.976409 -4.463393 -1.301869 -0.1 0.2 0.1
C -0.031555 -3.917632 -2.162550 -0.1 0.0 0.1
C 0.375131 -2.580747 -2.029243 -0.1 -0.2 0.1
C 1.385351 -2.063842 -2.990213 0.2 -0.1 -0.2
O 1.633137 -0.882910 -3.138482 -0.1 0.1 0.1
C 2.137389 -3.053658 -3.807968 0.0 -0.2 0.0
C 1.759689 -4.328023 -3.909545 0.1 0.3 0.0
C 0.538909 -4.805813 -3.224245 0.0 -0.1 -0.1
O 0.020650 -5.864660 -3.514134 0.1 0.1 0.1
H 2.402135 0.207270 -0.873889 -0.1 0.0 0.0
H 0.126493 0.233624 -1.687212 0.0 0.0 0.1
H -0.432278 0.065639 -0.007094 -0.1 0.0 0.0
H -1.544661 -1.750164 0.634447 0.0 0.0 0.0
H -2.245796 -4.094585 0.388654 0.0 0.0 0.0
H -1.279272 -5.494228 -1.423961 0.1 0.0 -0.1
H 3.001199 -2.660300 -4.338434 0.0 0.0 0.0
H 2.309206 -5.028127 -4.525253 -0.1 -0.1 0.0
C 4.114034 0.563125 -5.987222 -0.1 0.0 0.0
C 5.065821 0.804606 -4.815220 0.0 0.0 -0.1
C 4.981926 -0.524865 -4.079139 -0.1 -0.1 0.1
O 4.737895 -1.524114 -5.074803 0.1 0.0 0.0
C 4.385410 -0.897302 -6.314386 0.0 0.0 0.0
H 4.286301 1.220303 -6.837924 0.0 0.0 0.0
H 3.079127 0.688439 -5.660806 0.0 0.0 0.0
H 6.081760 0.976112 -5.178188 0.0 0.0 0.0
H 4.780000 1.647986 -4.188315 0.0 0.0 0.0
H 4.143677 -0.532428 -3.375013 0.0 0.1 0.0
H 5.893464 -0.781742 -3.537556 0.0 0.0 0.0
H 5.222954 -0.998864 -7.013171 0.0 0.0 0.0
H 3.521302 -1.402958 -6.738639 0.0 0.0 0.0
C 1.053056 0.326316 5.268965 0.0 0.0 -0.1
C 0.070577 1.418036 4.847912 -0.1 0.0 0.1
C -0.349716 0.942582 3.466587 0.0 0.0 -0.1
O -0.289876 -0.489583 3.506195 0.0 -0.1 -0.1
C 0.397343 -0.917335 4.683155 0.0 0.0 0.0
H 1.196197 0.255149 6.346923 0.0 0.0 0.0
H 2.026788 0.494980 4.804815 0.0 0.0 0.0
H -0.793642 1.432860 5.516742 0.0 0.0 0.0
H 0.501401 2.417497 4.832826 0.0 0.0 0.0
H 0.340652 1.302901 2.695565 0.0 0.0 0.0
H -1.361791 1.250674 3.203542 0.0 0.0 0.0
H -0.331534 -1.347638 5.380656 0.0 0.0 0.0
H 1.115118 -1.692700 4.412363 0.0 0.0 0.0
C -2.256522 -0.086365 9.358658 0.0 0.0 0.0
C -2.026129 -0.814523 8.034066 0.0 0.0 0.0
C -2.868017 0.021526 7.080356 0.0 -0.1 -0.1
O -2.826572 1.356629 7.579944 0.0 0.1 0.1
C -2.287616 1.367661 8.903026 0.1 -0.1 0.0
H -1.483963 -0.274679 10.102517 0.0 0.0 0.0
H -3.219676 -0.373617 9.785399 0.0 0.0 0.0
H -0.970587 -0.762723 7.755567 0.0 0.0 0.0
H -2.323634 -1.861782 8.047933 0.0 0.0 0.0
H -3.905656 -0.329079 7.058085 0.0 0.0 0.0
H -2.487247 0.027522 6.057291 0.0 -0.1 0.0
H -1.277054 1.789801 8.870519 0.0 0.0 0.0
H -2.908355 2.006102 9.532444 0.0 0.0 0.0
C -4.458356 4.753687 5.270388 0.0 0.0 0.0
C -5.014781 4.561070 3.860698 0.0 0.0 0.0
C -3.763142 4.158922 3.090597 0.0 0.0 0.0
O -2.932799 3.457367 4.015182 0.0 0.0 0.0
C -3.429555 3.634011 5.349158 0.0 0.0 -0.1
H -5.212142 4.683309 6.053087 0.0 0.0 0.0
H -3.970626 5.727720 5.351639 0.0 0.0 0.0
H -5.743459 3.747639 3.851665 0.0 0.0 0.0
H -5.491543 5.450360 3.450783 0.0 0.0 0.0
H -3.224768 5.040244 2.724258 0.0 0.0 0.0
H -3.974604 3.507572 2.241221 0.0 0.0 0.0
H -3.880391 2.698778 5.686197 0.0 0.0 0.0
H -2.592626 3.860912 6.009069 0.0 0.0 0.0
C 0.330016 0.162018 -9.980057 0.0 0.0 0.0
C -0.232324 0.131151 -8.559764 0.0 0.0 0.0
C 0.754335 -0.794260 -7.860166 0.0 0.0 0.0
O 2.012335 -0.598016 -8.509606 0.0 0.0 0.0
C 1.829753 0.146734 -9.714439 0.0 0.0 0.0
H 0.015409 1.029890 -10.557546 0.0 0.0 0.0
H 0.031688 -0.736906 -10.523470 0.0 0.0 0.0
H -0.194738 1.129159 -8.117994 0.0 0.0 0.0
H -1.258129 -0.229075 -8.501323 0.0 0.0 0.0
H 0.459315 -1.843639 -7.967196 0.0 0.0 0.0
H 0.868945 -0.574903 -6.796896 0.0 0.0 0.0
H 2.215268 1.161678 -9.566672 0.0 0.0 0.0
H 2.402925 -0.327487 -10.511674 0.0 0.0 0.0
```
Forces are in eV/Å.